Entry from the OMol25 dataset: a single C7H10 molecule (the ωB97M-V functional and the def2-TZVPD basis).

The geometry in XYZ format:
```
17
Properties=species:S:1:pos:R:3:nbo_charge:R:1
C -1.78 0.48 -0.14 -0.62
C -0.84 -0.73 -0.17 -0.30
C 0.34 -0.64 -1.08 -0.15
C 1.32 0.42 -0.84 -0.44
C 1.45 0.86 0.50 -0.33
C 0.89 0.00 1.45 -0.22
C -0.04 -0.96 1.08 -0.25
H -2.27 0.62 -1.11 0.20
H -2.54 0.34 0.63 0.22
H -1.22 1.40 0.10 0.21
H -1.42 -1.62 -0.43 0.22
H 0.49 -1.35 -1.90 0.23
H 0.38 0.78 -1.52 0.33
H 2.16 0.50 -1.53 0.24
H 2.14 1.65 0.76 0.22
H 1.26 0.02 2.47 0.22
H -0.25 -1.82 1.71 0.21
```

Output
Relative energy (zero: lowest compared OMol25 entry of this formula, charge and spin) (eV): 3.442
Frontier orbital gap (eV): 8.21
F_max (Eh/bohr): 0.00341
Charge: 0
2S+1: 1
E_tot (eV): -7417.593